75
Properties=species:S:1:pos:R:3:forces:R:3:lowdin_charge:R:1 method="wB97M-V/def2-TZVPD" multiplicity=5 e_tot_ev=-83476.5984 fmax_ha_per_bohr=0.0574 de_lowest_kcal_mol=0.00 charge=-2 e_lumo_ev="4.20 / 4.20"
Fe -0.03918 0.03154 -0.25757 1.09 0.85 0.72 0.751
N 1.02923 0.97367 -1.55912 0.36 1.75 -1.01 -0.028
N -0.14332 -1.25669 -2.78585 0.11 -0.26 1.86 -0.083
C -1.58448 -0.72063 1.22834 -0.44 0.01 -0.29 -0.303
C -2.16630 -0.15628 0.04918 -0.40 0.08 0.98 -0.309
C -1.84633 1.23187 0.02008 0.10 -0.25 1.88 -0.246
C -2.44917 2.15827 -0.95885 -0.14 0.44 -0.14 -0.044
H -2.73829 1.64798 -1.87484 0.23 -0.11 -0.18 0.065
H -1.72994 2.92902 -1.20046 0.16 0.29 -0.20 0.045
H -3.38247 2.60588 -0.57887 0.17 0.08 0.15 0.076
C -1.00226 1.51724 1.18749 -2.07 -0.66 -0.43 -0.235
C -0.61884 2.79625 1.81059 -0.49 0.48 1.40 -0.094
H -1.33205 3.13509 2.59971 0.00 -0.50 0.07 0.084
H -0.47440 3.60853 1.14159 -0.28 0.17 -0.26 -0.002
H 0.35318 2.65510 2.26647 0.25 0.18 0.34 0.076
C -0.82934 0.29239 1.88484 -0.61 0.13 -0.16 -0.280
C -0.16103 0.11477 3.21211 0.31 -0.05 0.11 -0.061
H 0.67445 0.81290 3.33603 -0.12 -0.10 0.00 0.065
H 0.23965 -0.89948 3.30683 0.05 0.02 0.03 0.059
H -0.83625 0.26123 4.07100 -0.02 0.07 -0.19 0.073
C -3.05131 -0.85663 -0.92627 -0.23 0.01 -0.21 -0.058
H -4.11593 -0.75064 -0.66011 0.10 -0.08 -0.03 0.072
H -2.81936 -1.92441 -0.98027 -0.03 0.00 -0.02 0.056
H -2.92330 -0.43959 -1.93374 0.06 -0.14 0.16 0.061
C -1.80818 -2.09292 1.74891 0.18 -0.65 0.13 -0.061
H -0.86545 -2.54623 2.09449 -0.20 -0.05 -0.03 0.065
H -2.22670 -2.76034 0.98375 0.11 0.20 0.13 0.049
H -2.50796 -2.13350 2.60572 0.13 0.13 -0.15 0.073
C 1.43229 2.29072 -0.90146 0.30 0.98 -1.02 -0.559
H 2.27216 2.02139 -0.25710 0.76 -0.43 0.26 0.089
C 1.81662 3.34162 -1.89874 0.04 -0.10 -2.42 -0.152
H 2.39484 4.16169 -1.51203 0.19 0.41 0.04 0.048
C 1.09788 3.43553 -3.08189 1.35 -0.39 1.74 -0.230
H 1.09172 4.36864 -3.64636 0.01 -0.14 -0.06 0.062
C 0.33155 2.31732 -3.49030 -0.09 -0.57 -0.37 -0.151
H -0.31784 2.37722 -4.36424 0.19 -0.09 -0.01 0.054
C 0.41140 1.08015 -2.80170 -0.85 1.82 1.13 -0.342
C -0.39985 0.01083 -3.25108 0.00 -0.13 -0.73 -0.148
H -0.94861 0.08819 -4.17602 0.08 -0.14 -0.23 0.076
C 0.25923 -1.45582 -1.45775 -0.72 -2.03 -2.01 -0.138
C -0.25075 -2.46410 -3.45806 -0.03 1.90 -0.65 -0.071
H -0.49859 -2.45664 -4.50339 -0.04 -0.24 -0.04 0.105
C 0.15442 -3.40679 -2.62308 0.70 -1.95 1.52 -0.105
H 0.33622 -4.45458 -2.79004 -0.12 -0.08 0.01 0.103
N 0.45968 -2.81328 -1.39938 0.29 -0.98 -0.47 -0.051
C 1.10693 -3.47659 -0.30197 -0.63 -0.05 -0.61 -0.121
C 0.43702 -4.48391 0.40073 0.43 0.39 0.23 -0.214
C 1.06780 -5.04701 1.51259 0.47 0.10 -0.18 -0.023
H 0.54722 -5.80446 2.09835 0.05 0.11 -0.09 0.109
C 2.36492 -4.67435 1.87084 -0.20 0.00 -0.07 -0.288
C 3.04642 -5.28918 3.05880 0.06 -0.07 0.20 -0.075
H 3.07180 -4.60060 3.91379 -0.03 -0.10 -0.13 0.078
H 4.08444 -5.54794 2.81837 -0.14 -0.01 0.07 0.071
H 2.52043 -6.19594 3.36922 0.11 0.04 0.06 0.065
C 3.03998 -3.73091 1.10068 -0.35 -0.03 -0.25 -0.013
H 4.07686 -3.48225 1.33129 -0.20 0.00 -0.02 0.113
C 2.42439 -3.13227 0.00065 0.06 -0.47 0.28 -0.196
C 3.19056 -2.24402 -0.90435 0.60 0.64 -0.10 -0.034
H 3.47997 -2.74918 -1.83799 -0.25 0.02 0.18 0.093
H 4.11374 -1.95537 -0.39637 0.03 0.12 -0.13 0.074
H 2.63248 -1.33841 -1.16447 0.11 -0.03 -0.03 0.065
C -0.91937 -4.95485 0.01012 -0.68 -0.29 0.10 -0.063
H -0.86985 -5.85557 -0.61658 0.05 0.14 0.03 0.080
H -1.49981 -4.20651 -0.53436 0.21 -0.04 0.04 0.065
H -1.47373 -5.22393 0.91766 -0.01 0.01 -0.18 0.077
C -1.99053 5.37568 -0.20133 -0.47 0.56 0.02 -0.458
S -0.42089 5.41152 -1.03322 -0.22 -0.21 -0.71 0.792
C 0.65600 5.64266 0.36686 0.91 1.19 -0.13 -0.423
O 0.51681 2.96334 -0.18853 0.48 -1.84 -0.55 -0.355
H -2.12845 6.41774 0.10694 -0.71 -0.29 0.42 0.007
H -2.06063 4.66092 0.63173 0.15 0.29 -0.33 0.028
H -2.72811 5.09418 -0.96038 -0.01 0.17 0.21 0.022
H 0.11606 5.78147 1.31001 0.00 -0.12 -0.21 0.038
H 1.41164 4.85017 0.44540 -0.57 0.02 -0.06 0.031
H 1.12983 6.59621 0.09110 0.31 -0.08 0.66 0.004


132
Properties=species:S:1:pos:R:3:forces:R:3:lowdin_charge:R:1 method="wB97M-V/def2-TZVPD" e_tot_ev=-80436.3823 fmax_ha_per_bohr=0.0653 e_lumo_ev=-1.24
C -2.86551 -0.54708 -2.18886 -0.02 0.18 -0.12 -0.048
C -2.87767 -1.39987 -0.92339 0.24 0.66 0.40 -0.373
C -3.41513 -2.80316 -1.20230 -0.17 0.01 0.25 -0.052
C -3.64204 -0.70255 0.21760 0.54 -0.23 -0.27 -0.109
C -5.00215 -0.44121 0.04908 -0.11 0.04 0.61 -0.019
C -5.77160 -0.07113 1.15696 0.00 -0.29 -0.03 -0.039
C -5.21106 -0.00107 2.43811 0.10 -0.14 -0.31 -0.020
C -3.85192 -0.22796 2.61492 0.48 0.43 0.19 -0.127
C -3.22501 -0.22787 4.00859 -0.07 -0.25 -0.19 -0.385
C -4.20333 -0.54229 5.14177 0.01 -0.02 -0.06 -0.073
C -2.52327 1.10048 4.25528 0.14 0.29 0.03 -0.051
C -3.05180 -0.44335 1.47366 -1.13 -0.69 -0.23 -0.084
N -1.65788 -0.77104 1.66170 2.20 -1.49 1.16 0.037
N -1.41500 -1.90653 2.39638 1.15 0.50 -2.60 0.220
N -0.09408 -2.13482 2.27325 -1.31 1.75 -0.09 0.039
C 0.50407 -3.43300 2.62773 -0.34 -1.13 0.29 -0.087
C 0.70736 -4.39948 1.61876 -0.14 0.13 -0.58 -0.134
C 0.24089 -4.18846 0.17492 0.27 0.37 0.75 -0.373
C -0.80504 -5.21182 -0.23505 -0.19 -0.07 0.09 -0.056
C 1.40550 -4.17704 -0.80482 0.22 0.14 -0.13 -0.039
C 1.36189 -5.59513 1.93619 0.04 0.08 0.39 -0.019
C 1.74565 -5.87538 3.24567 -0.02 0.21 -0.11 -0.040
C 1.43225 -4.96705 4.25283 -0.09 0.16 -0.13 -0.014
C 0.78595 -3.75874 3.96487 0.38 0.42 -0.07 -0.126
C 0.44645 -2.75201 5.04051 -0.47 -0.16 0.00 -0.382
C 1.57258 -1.75534 5.26946 0.13 0.19 -0.08 -0.038
C 0.01218 -3.38530 6.36222 -0.14 -0.02 0.07 -0.066
C 0.52177 -1.04553 1.64754 -0.14 -1.64 0.93 -0.080
C 1.95611 -0.84670 1.69325 1.70 0.50 -0.12 -0.132
C 2.38554 0.50279 1.80221 -0.25 -0.52 -0.32 -0.005
C 3.71938 0.83192 1.58508 -0.39 -0.13 0.12 0.013
C 4.62807 -0.19294 1.34829 0.37 0.04 -0.10 -0.119
C 6.00852 0.19099 0.89011 0.81 0.54 -0.70 -0.506
F 6.69947 -0.85541 0.34258 -0.60 1.05 0.76 0.121
F 5.91561 1.16117 -0.08123 0.23 -0.92 0.93 0.118
F 6.76426 0.72780 1.89902 -0.48 -0.57 -0.82 0.121
C 4.28004 -1.53183 1.46234 -0.45 0.27 0.23 0.001
C 2.94347 -1.86874 1.64196 -0.61 0.28 -0.22 0.005
C -0.45304 -0.19580 1.17498 -0.68 -0.26 0.19 -0.085
C -0.38059 0.84247 0.08661 -2.06 1.60 -2.11 0.010
H -2.38170 0.42059 -1.99759 -0.14 -0.21 -0.18 0.071
H -2.31928 -1.05301 -2.99782 -0.15 0.19 0.20 0.099
H -3.89487 -0.35576 -2.52110 0.26 -0.03 -0.08 0.082
H -1.84571 -1.49677 -0.57828 0.06 -0.14 -0.18 0.101
H -3.38542 -3.42444 -0.29787 0.00 0.06 -0.19 0.079
H -4.45776 -2.75250 -1.53974 0.20 -0.08 -0.02 0.084
H -2.80820 -3.27793 -1.98280 -0.18 0.08 0.14 0.082
H -5.45133 -0.61288 -0.93806 0.10 0.13 0.57 0.122
H -6.84660 0.04265 1.05062 0.14 0.16 -0.06 0.108
H -5.81410 0.18279 3.33275 0.05 -0.06 -0.57 0.112
H -2.48261 -1.04031 4.00225 -0.27 0.40 0.25 0.099
H -4.74454 -1.47648 4.95637 0.03 0.16 0.03 0.089
H -3.62653 -0.66562 6.06443 -0.16 0.06 -0.07 0.081
H -4.92992 0.26629 5.30073 0.17 -0.19 -0.01 0.080
H -1.80136 1.31567 3.45881 -0.08 0.07 0.14 0.072
H -3.26042 1.91818 4.27621 0.25 -0.20 -0.01 0.095
H -1.98742 1.08952 5.21195 -0.09 0.03 -0.14 0.083
H -0.21758 -3.19855 0.18852 -0.15 0.04 -0.42 0.110
H -1.65253 -5.21204 0.45581 0.05 -0.08 -0.05 0.084
H -1.17857 -4.96945 -1.23119 0.02 -0.06 0.01 0.076
H -0.37386 -6.21746 -0.26882 -0.08 0.09 0.03 0.083
H 2.20209 -3.49238 -0.48284 -0.22 -0.21 -0.22 0.058
H 1.83620 -5.18263 -0.91881 -0.08 0.25 0.01 0.091
H 1.04882 -3.83896 -1.78532 0.20 -0.09 0.12 0.100
H 1.58318 -6.32362 1.15400 -0.18 0.30 0.14 0.122
H 2.28320 -6.79988 3.48051 -0.26 0.36 -0.08 0.117
H 1.70265 -5.19134 5.28227 -0.12 0.07 -0.18 0.115
H -0.42054 -2.21526 4.63163 0.13 0.08 0.39 0.110
H 1.88193 -1.28745 4.32997 0.05 -0.01 0.17 0.064
H 1.22974 -0.97131 5.95040 0.12 -0.03 -0.03 0.086
H 2.44640 -2.24559 5.71468 -0.12 0.06 -0.09 0.094
H -0.76484 -4.14436 6.22217 0.16 0.06 -0.03 0.089
H 0.85355 -3.83616 6.90142 -0.12 0.05 -0.13 0.079
H -0.40726 -2.60754 7.00684 0.09 -0.07 -0.01 0.081
H 1.62658 1.27340 1.98529 0.47 -0.30 -0.09 0.124
H 4.04233 1.87322 1.56207 -0.10 -0.30 -0.01 0.137
H 5.04228 -2.29569 1.39032 -0.09 -0.01 -0.14 0.127
H 2.66002 -2.92369 1.67369 0.18 0.52 -0.08 0.106
H -0.39846 0.27155 -0.91092 -0.14 0.61 1.59 0.129
H -1.29081 1.47035 0.15580 -0.27 -0.94 -0.10 0.109
C 0.60861 8.93770 -0.16758 -0.05 -0.33 0.41 -0.068
N -0.19231 7.95611 -0.88918 0.37 0.82 -0.57 -0.193
C -1.12625 8.57193 -1.82569 -0.36 -0.10 0.08 -0.072
C -0.12290 6.60167 -0.65857 0.25 -0.97 -0.03 -0.227
C -1.00300 5.69727 -1.29347 0.14 0.01 -0.04 -0.015
C -0.82989 4.32249 -1.14619 0.03 -0.39 -0.31 -0.063
C 0.23511 3.74327 -0.44464 -1.00 -0.70 0.84 -0.190
C 0.57213 2.23657 -0.52865 1.78 -0.27 0.56 -0.128
C 0.94319 1.81854 -1.93115 0.62 0.47 0.18 -0.238
C 1.91334 0.79711 -2.04689 -0.56 0.16 -0.40 -0.016
C 2.00549 0.02281 -3.18887 -0.67 0.35 -0.66 -0.089
C 2.95331 -1.09289 -3.24889 0.60 -0.68 0.36 -0.151
C 3.51268 -1.59675 -2.05369 0.23 -0.03 -0.15 -0.064
C 4.49057 -2.58754 -2.05063 -0.19 0.01 -0.23 -0.113
C 4.90905 -3.16507 -3.25144 -0.27 -0.12 -0.05 -0.108
C 4.30448 -2.74483 -4.44166 0.17 -0.17 0.65 -0.085
C 3.34129 -1.74188 -4.43346 0.21 0.17 -0.25 -0.018
C 1.11591 0.30178 -4.35199 -0.08 0.19 0.54 -0.311
O 1.18958 -0.36007 -5.40884 -0.09 -0.20 0.21 -0.060
C 0.16779 1.42144 -4.21665 1.03 -0.25 0.10 -0.100
C -0.82909 1.68549 -5.27562 -0.45 0.34 -0.52 -0.152
C -1.98990 2.43815 -4.98026 0.17 -0.10 -0.25 -0.056
C -2.92488 2.76467 -5.96574 0.14 -0.21 -0.08 -0.109
C -2.77154 2.30396 -7.28127 0.18 -0.12 0.18 -0.115
C -1.66498 1.50149 -7.58868 -0.44 0.33 0.52 -0.091
C -0.73040 1.19757 -6.59836 0.17 -0.06 -0.26 -0.024
C 0.27355 2.25154 -3.10043 -0.70 -0.82 0.20 -0.002
C 1.04392 4.62473 0.29360 -0.49 -0.01 -0.46 -0.036
C 0.86446 6.00350 0.17969 -0.15 0.37 -0.09 -0.023
H 1.65197 8.62939 -0.02276 -0.24 -0.06 -0.13 0.079
H 0.61676 9.88371 -0.73422 0.04 -0.48 0.41 0.081
H 0.15993 9.09973 0.82737 0.29 0.24 -0.14 0.095
H -1.12574 8.15290 -2.84715 0.24 -0.09 0.44 0.093
H -2.16032 8.52748 -1.45372 0.06 -0.04 -0.08 0.089
H -0.85773 9.63602 -1.89696 -0.22 -0.49 -0.14 0.075
H -1.76914 6.06177 -1.97906 0.10 -0.10 0.34 0.100
H -1.49069 3.63209 -1.68159 0.02 0.49 0.26 0.103
H 1.40601 2.07386 0.14257 0.62 0.44 -0.31 0.063
H 2.65590 0.67070 -1.24296 -0.66 -0.08 -0.16 0.110
H 3.15802 -1.20944 -1.10220 0.13 -0.06 -0.11 0.072
H 4.90527 -2.94171 -1.10674 -0.07 0.09 -0.14 0.086
H 5.63144 -3.98603 -3.24014 -0.14 0.36 -0.07 0.094
H 4.58417 -3.21640 -5.37901 -0.05 0.09 0.06 0.097
H 2.87891 -1.42864 -5.35862 0.11 -0.02 0.12 0.093
H -2.16529 2.73843 -3.94585 -0.01 0.07 -0.29 0.088
H -3.79276 3.36626 -5.69467 0.15 -0.16 -0.08 0.091
H -3.52120 2.52899 -8.04382 0.24 0.02 0.26 0.091
H -1.53545 1.10416 -8.59875 -0.02 0.12 0.35 0.098
H 0.09153 0.54155 -6.85609 -0.04 0.27 0.16 0.091
H -0.22484 3.22763 -3.15650 0.03 -0.66 0.30 0.098
H 1.82542 4.21878 0.94088 -0.10 0.25 -0.24 0.107
H 1.53082 6.66082 0.71805 0.08 -0.06 0.13 0.084


29
Properties=species:S:1:pos:R:3:forces:R:3:lowdin_charge:R:1 method="wB97M-V/def2-TZVPD" e_tot_ev=-20916.8038 fmax_ha_per_bohr=0.1260 de_lowest_kcal_mol=67.20 e_lumo_ev=0.55
C -3.08446 0.02421 -0.28358 -0.21 0.45 0.76 -0.028
C -2.75412 1.25088 0.22333 -0.16 -1.63 -1.19 -0.026
C -0.90087 0.08843 0.10442 3.69 -2.32 0.20 -0.178
C -1.74520 -2.09043 -0.69187 2.17 -0.18 -1.42 -0.037
C -0.77429 2.33127 1.09740 2.51 1.98 -1.73 -0.027
C 0.80901 -0.32419 -2.18090 0.82 -3.47 -0.17 -0.201
C 1.42322 -1.85596 0.73146 3.91 0.55 -2.79 -0.193
C 3.19862 1.09585 1.09219 0.90 1.96 4.76 -0.424
N 2.47694 0.91748 -0.00889 -4.45 -1.73 -4.38 -0.258
N -1.91211 -0.71420 -0.26480 -0.84 0.63 -0.43 -0.124
N -1.37416 1.23041 0.45494 -3.98 1.67 -0.23 -0.116
Si 1.29028 -0.21960 -0.29499 -0.33 0.84 0.02 0.525
H -4.05189 -0.37772 -0.60480 0.66 0.23 0.16 0.129
H -3.32005 2.13475 0.14135 -0.46 0.85 0.52 0.107
H -0.61180 -2.09760 -0.96743 -2.22 -0.60 0.34 0.066
H -1.86543 -2.80530 0.14417 -0.40 0.37 -0.61 0.097
H -2.35266 -2.30493 -1.64527 0.81 0.19 1.72 0.123
H -0.78911 2.28551 2.13312 -0.01 -0.48 1.96 0.079
H 0.25062 2.43452 0.72527 0.24 -0.51 0.44 0.089
H -1.13496 3.32690 0.82774 -0.92 -0.45 -0.32 0.104
H 0.00691 -1.11820 -2.47988 1.51 0.97 0.83 0.033
H 0.38381 0.51089 -2.66642 0.12 1.53 -0.21 -0.009
H 1.77116 -0.68117 -2.70923 -1.45 0.81 0.51 0.048
H 1.82579 -2.62296 -0.02757 -0.73 0.72 0.98 0.048
H 2.35625 -1.67396 1.34014 -1.07 -0.14 -0.19 0.031
H 0.67423 -2.29116 1.29165 -1.72 -0.65 1.14 -0.029
H 2.64801 0.92539 2.06414 0.23 -0.36 -0.20 0.055
H 4.04701 0.44480 1.12822 1.18 -0.21 0.29 0.045
H 3.50925 2.17606 1.32609 0.21 -1.00 -0.77 0.070